# C3H6N2O

C3H6N2O in the gas phase (wB97M-V/def2-TZVPD, the OMol25 dataset).

Last column: Mulliken charge in e.
CARTESIAN COORDINATES (ANGSTROEM)
N: -0.741 0.319 -1.469  -0.48
N: -0.477 -0.804 -0.674  -0.23
C: -0.911 -0.702 0.755  -0.50
C: 0.571 -0.643 0.427  -0.04
C: 1.205 0.662 0.571  0.00
O: 0.727 1.665 0.169  -0.46
H: -0.990 1.108 -0.811  0.26
H: -0.076 0.490 -2.183  0.26
H: -1.484 -1.599 1.043  0.23
H: -1.384 0.258 0.821  0.25
H: 1.178 -1.456 0.517  0.45
H: 2.381 0.700 0.835  0.27

As for the SMILES: NN1C[C@@H]1C=O. As for the energy: -8232.5257 eV. The orbital gap comes out at 9.3 eV. Its spin multiplicity is 1. For the lowest unoccupied orbital energy, the calculation gives 0.9 eV.